[1]
A molecular structure, C29H30IMnN9OS in a non-equilibrium geometry, computed with wB97M-V/def2-TZVPD.

Each line ends with the Mulliken spin population.
Element x y z (Å)
Mn1 0.056 0.058 0.263  1.22
C1 2.190 0.244 5.507  -0.01
C2 3.195 -0.250 4.686  0.01
C3 2.913 -0.689 3.404  -0.02
C4 1.601 -0.657 2.903  0.03
C5 0.603 -0.135 3.741  -0.02
C6 0.891 0.308 5.020  0.01
N1 1.269 -1.035 1.610  -0.10
C7 1.865 -2.095 0.995  0.03
C8 2.585 -3.131 1.624  0.00
C9 3.166 -4.139 0.879  0.00
C10 3.032 -4.181 -0.511  -0.01
C11 2.272 -3.226 -1.151  0.01
C12 1.660 -2.209 -0.409  -0.04
N2 0.830 -1.252 -0.940  -0.05
N3 0.659 -1.226 -2.241  -0.01
C13 0.086 -0.089 -2.665  -0.01
C14 -0.089 0.139 -4.047  0.01
C15 -0.595 1.340 -4.467  -0.01
C16 -0.926 2.318 -3.518  0.01
C17 -0.751 2.024 -2.186  -0.01
N4 -0.276 0.856 -1.751  0.01
H1 2.420 0.575 6.512  0.00
H2 4.219 -0.283 5.040  0.00
H3 3.712 -1.035 2.762  0.00
H4 -0.403 -0.055 3.340  0.00
H5 0.100 0.714 5.639  0.00
H6 2.678 -3.139 2.701  0.00
H7 3.741 -4.904 1.387  0.00
H8 3.504 -4.972 -1.078  0.00
H9 2.111 -3.249 -2.219  0.00
H10 0.207 -0.645 -4.729  0.00
H11 -0.736 1.535 -5.522  0.00
H12 -1.305 3.284 -3.818  0.00
H13 -1.008 2.751 -1.423  0.00
C18 4.981 3.491 1.237  0.00
C19 4.370 2.418 2.139  0.00
N5 2.946 2.599 2.356  0.00
C20 1.974 2.104 1.566  0.00
S1 2.368 1.380 0.058  -0.04
N6 0.749 2.317 2.013  0.00
N7 -0.249 1.703 1.377  -0.02
C21 -1.454 2.142 1.617  0.01
C22 -1.717 3.310 2.518  0.00
C23 -2.556 1.426 0.999  -0.01
C24 -3.892 1.760 1.243  0.00
C25 -4.892 1.011 0.654  0.00
C26 -4.547 -0.050 -0.171  0.00
C27 -3.202 -0.301 -0.379  0.00
N8 -2.235 0.412 0.179  0.02
H14 5.985 3.194 0.931  0.00
H15 5.040 4.453 1.747  0.00
H16 4.370 3.595 0.342  0.00
H17 4.850 2.421 3.118  0.00
H18 4.523 1.439 1.684  0.00
H19 2.633 2.970 3.239  0.00
H20 -0.777 3.643 2.943  0.00
H21 -2.395 3.024 3.325  0.00
H22 -2.176 4.131 1.962  0.00
H23 -4.133 2.589 1.891  0.00
H24 -5.932 1.249 0.836  0.00
H25 -5.301 -0.660 -0.646  0.00
H26 -2.885 -1.110 -1.026  0.00
N9 -0.739 -3.244 2.845  0.01
C28 -0.962 -2.965 1.548  0.01
O1 -1.263 -1.846 1.153  -0.02
C29 -0.823 -4.119 0.587  0.00
I1 -2.571 -5.365 0.667  0.00
H27 -0.652 -2.474 3.489  0.00
H28 -0.390 -4.139 3.137  0.00
H29 0.025 -4.755 0.827  0.00
H30 -0.743 -3.747 -0.427  0.00

Output
LUMO level (alpha / beta): -1.009 / -0.917 eV
total charge: 0
multiplicity: 2
energy above the lowest of the compared OMol25 structures with the same formula, charge and spin: 38.9 kJ/mol
maximum force: 2.5 eV/A
HOMO-LUMO gap (alpha / beta): 5.52 / 5.70 eV

---

[2]
A molecular structure, C6H24F3HfN12O6 in a non-equilibrium geometry, computed with wB97M-V/def2-TZVPD.

Each line ends with the natural charge from an NBO analysis.
Element x y z (Å)
Hf1 -0.348 -0.462 -0.913  2.66
F1 -2.161 0.776 -1.564  -0.78
F2 -1.042 -2.429 -1.757  -0.76
F3 1.745 -1.349 -1.275  -0.78
C1 0.335 -3.101 1.359  0.82
O1 -0.005 -2.104 0.742  -0.67
N1 0.394 -4.362 0.861  -0.81
N2 0.932 -3.036 2.596  -0.83
H1 0.632 -5.013 1.580  0.37
H2 0.031 -4.679 -0.021  0.44
H3 0.815 -2.187 3.114  0.39
H4 1.191 -3.885 3.055  0.39
C2 0.937 2.803 -1.531  0.81
O2 0.619 1.618 -1.438  -0.68
N3 2.184 3.225 -1.799  -0.82
N4 0.066 3.810 -1.289  -0.82
H5 2.898 2.585 -2.097  0.41
H6 2.398 4.203 -1.742  0.40
H7 -0.897 3.692 -1.023  0.44
H8 0.435 4.739 -1.374  0.38
C3 2.445 0.391 1.588  0.80
O3 1.455 0.242 0.865  -0.67
N5 3.617 0.862 1.140  -0.82
N6 2.369 0.073 2.897  -0.83
H9 4.423 0.847 1.739  0.40
H10 3.643 1.308 0.243  0.41
H11 3.114 0.118 3.573  0.39
H12 1.526 -0.234 3.339  0.39
C4 -3.257 -1.358 1.004  0.82
O4 -2.302 -1.186 0.269  -0.64
N7 -3.570 -2.495 1.637  -0.81
N8 -4.190 -0.372 1.264  -0.88
H13 -2.994 -3.307 1.491  0.42
H14 -4.357 -2.498 2.255  0.40
H15 -4.297 0.351 0.568  0.43
H16 -4.853 -0.423 2.015  0.39
C5 0.612 -0.441 -4.262  0.84
O5 0.026 -0.183 -3.206  -0.70
N9 0.168 -1.319 -5.144  -0.80
N10 1.804 0.141 -4.574  -0.81
H17 -0.751 -1.730 -5.138  0.43
H18 0.536 -1.410 -6.077  0.39
H19 2.365 0.716 -3.981  0.41
H20 2.209 -0.280 -5.392  0.38
C6 -1.255 1.820 1.743  0.81
O6 -0.913 0.971 0.915  -0.70
N11 -0.556 2.967 1.814  -0.83
N12 -2.288 1.660 2.595  -0.84
H21 0.232 3.014 1.191  0.42
H22 -0.686 3.642 2.545  0.40
H23 -2.916 0.918 2.313  0.43
H24 -2.517 2.347 3.287  0.40

Output
LUMO level: -2.027 eV
total charge: +1
energy above the lowest of the compared OMol25 structures with the same formula, charge and spin: 253.8 kJ/mol
maximum force: 3.0 eV/A
HOMO-LUMO gap: 9.71 eV

---

[3]
A molecular structure, C3H6OS3 in a non-equilibrium geometry, computed with wB97M-V/def2-TZVPD.

Each line ends with the natural charge from an NBO analysis.
Element x y z (Å)
C1 0.004 1.089 1.081  0.79
C2 -0.059 0.080 2.089  -0.82
C3 -0.178 -0.438 -1.123  -0.75
O1 0.005 2.176 0.657  -0.42
S1 -1.644 -0.240 -2.092  0.03
S2 1.384 -0.149 -1.954  -0.03
S3 0.034 -2.044 -0.361  0.02
H1 0.897 0.191 2.687  0.29
H2 -0.192 -0.873 1.451  0.31
H3 -0.846 0.468 2.872  0.29
H4 -1.605 1.031 -2.062  0.10
H5 1.327 1.128 -2.089  0.11
H6 0.872 -2.420 -1.156  0.10

Output
LUMO level (alpha / beta): -0.318 / 0.042 eV
total charge: 0
energy above the lowest of the compared OMol25 structures with the same formula, charge and spin: 313.9 kJ/mol
maximum force: 4.7 eV/A
HOMO-LUMO gap (alpha / beta): 6.55 / 7.21 eV

---

[4]
2 unconnected molecules or ions with the total composition C6H12Br in a non-equilibrium geometry, computed with wB97M-V/def2-TZVPD.

Each line ends with the Mulliken spin population.
Element x y z (Å)
Br1 -2.413 2.474 2.374  0.00
H1 -1.921 3.645 1.877  0.00
C1 1.075 0.612 -0.735  0.77
C2 0.594 0.971 -2.069  0.00
C3 1.685 0.893 -3.152  0.02
C4 3.160 1.064 -2.657  0.03
C5 3.524 0.974 -1.137  0.02
C6 2.344 1.049 -0.153  0.00
H2 0.259 0.614 0.010  0.02
H3 -0.358 0.464 -2.344  0.02
H4 0.293 2.034 -1.923  0.06
H5 1.435 -0.023 -3.700  -0.01
H6 1.518 1.685 -3.882  0.00
H7 3.653 0.207 -3.073  0.00
H8 3.649 1.927 -3.138  -0.01
H9 4.083 0.094 -0.800  -0.01
H10 4.203 1.804 -0.940  0.00
H11 2.128 2.115 0.087  0.06
H12 2.550 0.593 0.842  0.02

Output
LUMO level (alpha / beta): 0.801 / 0.576 eV
total charge: 0
multiplicity: 2
energy above the lowest of the compared OMol25 structures with the same formula, charge and spin: 158.2 kJ/mol
maximum force: 2.6 eV/A
HOMO-LUMO gap (alpha / beta): 7.91 / 11.17 eV

---

[5]
C14H16N2O2S in the gas phase in a non-equilibrium geometry, computed with wB97M-V/def2-TZVPD.

Each line ends with the natural charge from an NBO analysis.
Element x y z (Å)
C1 -5.027 -1.913 1.860  -0.24
H1 -6.082 -2.113 1.637  0.17
O1 -4.328 -1.526 0.706  -0.55
C2 -4.837 -0.346 0.120  -0.07
C3 -3.991 -0.028 -1.112  -0.25
N1 -2.616 0.213 -0.743  -0.61
C4 -2.085 1.458 -0.737  0.68
O2 -2.657 2.436 -1.165  -0.60
C5 -0.679 1.503 -0.194  -0.27
C6 0.257 0.651 -0.667  -0.08
C7 1.659 0.551 -0.344  -0.07
C8 2.315 1.380 0.577  -0.17
C9 3.656 1.221 0.832  -0.23
C10 4.395 0.230 0.182  -0.14
C11 3.759 -0.600 -0.735  -0.26
C12 2.415 -0.436 -0.988  -0.16
H2 1.934 -1.088 -1.704  0.21
H3 4.300 -1.374 -1.255  0.22
S1 6.099 0.129 0.597  0.28
C13 6.731 -1.224 -0.437  -0.74
H4 6.603 -0.981 -1.487  0.22
H5 6.232 -2.154 -0.180  0.22
H6 7.789 -1.299 -0.203  0.24
H7 4.156 1.863 1.541  0.22
H8 1.769 2.154 1.089  0.23
H9 -0.080 -0.058 -1.417  0.22
C14 -0.493 2.512 0.766  0.27
N2 -0.433 3.328 1.573  -0.29
H10 -2.171 -0.531 -0.227  0.41
H11 -4.362 0.876 -1.599  0.24
H12 -4.033 -0.872 -1.806  0.20
H13 -5.888 -0.486 -0.173  0.17
H14 -4.784 0.487 0.837  0.17
H15 -4.973 -1.139 2.636  0.17
H16 -4.553 -2.824 2.221  0.19

Output
LUMO level: -0.423 eV
total charge: 0
energy above the lowest of the compared OMol25 structures with the same formula, charge and spin: 185.9 kJ/mol
maximum force: 1.2 eV/A
HOMO-LUMO gap: 7.80 eV

---

[6]
A molecular structure, C4H10N4 in a non-equilibrium geometry, computed with wB97M-V/def2-TZVPD.

Each line ends with the natural charge from an NBO analysis.
Element x y z (Å)
C1 2.769 2.019 0.593  -0.45
C2 0.803 1.272 -0.312  0.26
C3 -0.655 -0.409 -0.228  0.48
C4 0.244 -1.380 0.400  -0.79
H1 2.313 2.659 -0.392  0.18
H2 2.816 2.666 1.563  0.22
H3 3.863 1.536 0.342  0.20
H4 0.683 2.312 -0.759  0.18
H5 -0.030 -2.477 0.300  0.26
H6 1.318 -0.882 0.450  0.33
H7 0.076 -0.845 1.395  0.27
H8 -2.521 -0.140 -1.157  0.35
H9 -4.052 -1.917 -0.410  0.33
H10 -1.967 -2.316 -1.621  0.28
N1 1.819 0.706 0.427  -0.51
N2 -0.410 0.699 -0.499  -0.55
N3 -2.038 -0.652 -0.032  -0.45
N4 -2.438 -2.126 -0.243  -0.60

Output
LUMO level: -0.554 eV
total charge: 0
energy above the lowest of the compared OMol25 structures with the same formula, charge and spin: 1150.5 kJ/mol
maximum force: 10.0 eV/A
HOMO-LUMO gap: 8.66 eV

---

[7]
A molecular structure, C20H19N6ReS in a non-equilibrium geometry, computed with wB97M-V/def2-TZVPD.

Each line ends with the Mulliken spin population.
Element x y z (Å)
Re1 -0.893 -0.127 0.512  2.68
C1 4.355 -1.712 -0.144  0.00
C2 3.699 -2.860 -0.594  0.01
C3 2.324 -2.909 -0.619  -0.01
C4 1.604 -1.789 -0.179  -0.08
C5 2.263 -0.640 0.282  0.07
C6 3.637 -0.602 0.298  0.01
N1 0.200 -1.771 -0.184  -0.05
N2 -0.429 -2.822 -0.468  0.09
C7 -1.811 -2.672 -0.474  -0.02
C8 -2.625 -3.723 -0.820  0.01
C9 -4.001 -3.512 -0.878  0.04
C10 -4.512 -2.246 -0.618  0.00
C11 -3.647 -1.233 -0.266  0.04
N3 -2.319 -1.443 -0.169  -0.07
H1 5.437 -1.684 -0.135  0.00
H2 4.271 -3.716 -0.924  0.00
H3 1.799 -3.785 -0.975  0.00
H4 1.704 0.224 0.646  0.01
H5 4.160 0.279 0.646  0.00
H6 -2.169 -4.677 -1.050  0.00
H7 -4.664 -4.327 -1.142  0.00
H8 -5.572 -2.043 -0.690  0.00
H9 -4.004 -0.226 -0.088  0.01
N4 -3.581 1.728 2.727  0.01
C12 -2.348 2.002 3.107  0.03
N5 -2.095 2.984 3.936  0.01
S1 -0.952 1.056 2.585  0.11
H10 -4.373 2.251 3.079  0.00
H11 -3.780 0.890 2.209  0.00
H12 -2.832 3.545 4.347  0.00
H13 -1.152 3.190 4.235  0.00
C13 -1.040 1.262 -1.064  -0.04
C14 0.351 1.724 -1.108  0.06
C15 1.183 1.326 -2.168  0.00
C16 2.480 1.781 -2.241  -0.01
C17 2.981 2.615 -1.232  0.01
C18 2.181 2.985 -0.149  -0.01
C19 0.870 2.556 -0.098  0.02
C20 4.324 3.118 -1.327  0.00
N6 5.399 3.517 -1.405  0.01
H14 -1.372 0.771 -1.977  0.03
H15 -1.775 2.001 -0.727  0.02
H16 0.793 0.687 -2.953  0.00
H17 3.112 1.510 -3.076  0.00
H18 2.591 3.619 0.625  0.00
H19 0.229 2.898 0.706  0.00

Output
LUMO level (alpha / beta): -11.807 / -12.198 eV
total charge: +3
multiplicity: 4
maximum force: 1.0 eV/A
HOMO-LUMO gap (alpha / beta): 5.93 / 5.60 eV

---

[8]
A molecular structure, C2H5N3O3 in a non-equilibrium geometry, computed with wB97M-V/def2-TZVPD.

Each line ends with the natural charge from an NBO analysis.
Element x y z (Å)
C1 -0.577 -0.869 0.724  0.73
C2 0.079 1.500 0.295  0.30
H1 -0.161 -3.292 -0.022  0.50
H2 0.584 -0.596 -1.039  0.43
H3 -0.444 0.676 2.173  0.45
H4 0.604 2.495 1.228  0.15
H5 0.855 2.651 -2.429  0.47
N1 0.093 -1.233 -0.344  -0.32
N2 -0.435 0.500 1.105  -0.66
N3 0.369 1.485 -0.966  -0.29
O1 0.632 -2.433 -0.508  -0.52
O2 -1.040 -1.741 1.521  -0.67
O3 0.579 2.801 -1.587  -0.55

Output
LUMO level: 0.157 eV
total charge: 0
energy above the lowest of the compared OMol25 structures with the same formula, charge and spin: 597.4 kJ/mol
maximum force: 7.5 eV/A
HOMO-LUMO gap: 9.37 eV

---

Q: Among the records above, which one has the highest total charge?
A: C20H19N6ReS

---

Q: Which value of total charge does entry 1 give?
A: 0

---

Q: Look up the maximum force of the seventh one.
A: 1.0 eV/A